Formula: C29H24NOP
Source: the Open Molecules 2025 dataset
Level of theory: ωB97M-V/def2-TZVPD

```
56
C29H24NOP, DFT ωB97M-V/def2-TZVPD
C 5.05354 -4.37468 0.74067
C 3.98255 -4.19403 1.62642
C 2.92009 -3.35267 1.27844
C 2.91972 -2.70626 0.03627
P 1.48938 -1.71626 -0.49117
C 0.11167 -2.85267 -0.13101
C -0.87848 -2.52574 0.80079
C -1.93247 -3.41435 1.04517
C -2.01270 -4.62761 0.35466
C -1.02252 -4.95448 -0.58356
C 0.02795 -4.06434 -0.83108
C 1.31085 -0.28326 0.53168
C 2.06791 0.86883 0.29235
N 2.63595 1.89463 0.11528
O 1.56507 -1.41039 -1.95642
C 4.01683 -2.83232 -0.82126
C 5.07923 -3.67337 -0.47180
H 5.86356 -5.06393 0.99559
H 3.97248 -4.71924 2.58326
H 2.07945 -3.21185 1.95981
H -0.84778 -1.57878 1.33290
H -2.70102 -3.15287 1.77745
H -2.83065 -5.32583 0.55821
H -1.07865 -5.90367 -1.12180
H 0.78474 -4.31273 -1.57776
H 0.65940 -0.30867 1.40689
H 4.01864 -2.28717 -1.76679
H 5.92846 -3.79041 -1.14880
C -0.90622 1.68659 -0.97002
C -1.92454 0.74933 -1.35613
C -1.68647 -0.24687 -2.34340
C -2.72002 -1.05542 -2.80053
C -3.99477 -0.97750 -2.20916
C -4.22791 -0.05919 -1.17199
C -3.21417 0.80444 -0.76591
C -1.19969 2.95250 -0.46965
C -0.23773 3.94230 -0.30337
C -0.37278 5.07318 0.55680
C 0.65366 6.05797 0.60628
C 0.58717 7.12798 1.49050
C -0.51812 7.26208 2.35526
C -1.55095 6.30887 2.31637
C -1.49551 5.24384 1.41766
H 0.13427 1.40857 -1.14446
H -0.67743 -0.35575 -2.74389
H -2.54501 -1.76523 -3.61501
H -4.79011 -1.66169 -2.52196
H -5.20358 -0.01969 -0.67614
H -3.38651 1.52737 0.03125
H -2.24488 3.20374 -0.26198
H 0.69375 3.86078 -0.86970
H 1.52065 5.92980 -0.04380
H 1.39529 7.86391 1.52463
H -0.58168 8.11634 3.03737
H -2.40121 6.39936 3.00080
H -2.28870 4.49649 1.39580
```

The value obtained for the total energy is -43286.450 eV. The HOMO-LUMO gap is 0.147 Ha. Its multiplicity is 1. For the largest force on an atom, the calculation gives 0.0411 hartree/bohr.